91
Properties=species:S:1:pos:R:3 method="wB97M-V/def2-TZVPD" molar_mass_g_mol=977.51 lumo_ev=1.798 charge=-1
C 2.333 -3.389 1.576
O 1.390 -2.389 1.857
C 1.175 -1.552 0.712
C -0.287 -1.028 0.654
C -0.312 0.502 0.478
C -1.694 1.071 0.021
C -1.737 1.306 -1.521
C -0.560 2.183 -2.112
O -0.034 1.825 -3.078
C -0.097 3.530 -1.467
F -0.320 4.496 -2.390
F -0.839 3.887 -0.403
C 1.391 3.570 -0.996
F 2.187 2.779 -1.699
F 1.400 3.101 0.276
C 1.990 5.003 -0.895
F 2.223 5.542 -2.101
F 1.154 5.817 -0.258
C 3.329 5.047 -0.083
O 3.643 6.072 0.384
O 4.091 3.962 0.022
O -1.348 0.008 -1.994
P -2.733 -1.070 -2.169
O -3.868 0.287 -2.102
C -3.142 1.462 -2.208
C -3.898 2.786 -2.098
F -3.007 3.809 -2.073
F -4.582 2.964 -3.251
C -4.809 2.994 -0.860
F -5.203 4.290 -0.884
F -4.095 2.878 0.262
C -6.032 2.019 -0.717
F -6.432 1.500 -1.863
F -5.606 0.986 0.036
C -7.197 2.650 0.086
F -7.845 3.597 -0.606
F -6.722 3.277 1.171
C -8.286 1.656 0.618
F -7.827 0.985 1.665
F -9.280 2.435 1.113
C -8.963 0.735 -0.423
F -9.196 1.374 -1.570
F -8.224 -0.329 -0.711
C -10.372 0.164 0.018
F -10.652 -0.786 -0.892
F -11.332 1.063 -0.108
C -10.409 -0.555 1.395
F -9.412 -1.389 1.578
F -10.473 0.267 2.425
F -11.534 -1.283 1.418
H 1.962 -4.080 0.793
H 3.293 -2.971 1.208
H 2.563 -4.002 2.459
H 1.412 -2.174 -0.173
H 1.911 -0.722 0.682
H -0.745 -1.551 -0.194
H -0.796 -1.389 1.560
H 0.507 0.785 -0.201
H -0.066 0.935 1.464
H -2.499 0.401 0.341
H -1.820 2.011 0.587
H 4.844 4.210 0.585
H -3.829 -2.031 -2.321
H -2.801 -1.400 -0.772
H -1.821 -2.194 -2.323
H -2.784 -0.924 -3.611
H -2.845 1.458 -3.287
C 6.270 -3.557 -0.059
C 6.995 -3.159 -1.174
C 7.269 -4.070 -2.186
C 6.810 -5.377 -2.086
C 6.082 -5.774 -0.973
C 5.815 -4.865 0.043
H 6.059 -2.847 0.732
H 7.347 -2.138 -1.254
H 7.840 -3.761 -3.053
H 7.019 -6.086 -2.878
H 5.722 -6.792 -0.896
H 5.252 -5.176 0.915
C 9.332 -0.601 3.075
C 8.834 -0.951 4.324
C 8.423 -2.254 4.567
C 8.517 -3.211 3.565
C 9.018 -2.862 2.318
C 9.421 -1.556 2.071
H 9.650 0.417 2.884
H 8.767 -0.206 5.108
H 8.028 -2.525 5.539
H 8.199 -4.228 3.756
H 9.092 -3.608 1.536
H 9.807 -1.284 1.096